A gas-phase ion, CNO2S2 (charge -1), computed with wB97M-V/def2-TZVPD.

CARTESIAN COORDINATES (ANGSTROEM)
C1 -1.414 0.362 0.226
N1 -0.618 0.381 -0.631
O1 1.531 -0.805 -1.534
O2 -2.170 0.285 1.107
S1 1.759 0.464 1.090
S2 0.911 -0.686 -0.257

Highest occupied orbital energy = -4.00 eV
Net charge = -1
Orbital gap = 7.82 eV

Taken from the natural (NBO) analysis, the atomic charges in e are:
1. C 0.79
2. N -0.77
3. O -0.97
4. O -0.59
5. S -0.66
6. S 1.19